[1]
# C5H11BrCl2CuNO

A structure of composition C5H11BrCl2CuNO at a distorted geometry (wB97M-V/def2-TZVPD, the Open Molecules 2025 dataset).

Element x y z (Å)
Cu: -3.68223 -27.14517 -19.80685
Br: -2.30367 -26.07714 -21.63993
C: 3.09493 -26.05417 -22.09427
O: 3.93942 -25.73992 -21.28061
N: 2.07893 -26.90511 -21.82403
C: 1.14043 -27.34075 -22.83419
C: 1.91871 -27.51236 -20.52992
H: 3.08537 -25.74426 -23.15138
H: 1.36337 -26.89678 -23.80517
H: 0.13358 -27.10779 -22.49089
H: 1.24089 -28.41142 -23.05305
H: 0.88379 -27.45806 -20.17967
H: 2.12745 -28.58421 -20.64488
H: 2.57496 -27.09870 -19.77299
Cl: -2.43245 -21.58302 -18.73391
C: -2.42910 -23.25066 -19.33898
C: -1.19426 -23.96954 -18.86180
Cl: 0.31799 -23.29136 -19.53977
H: -2.53279 -23.30130 -20.42086
H: -3.31185 -23.79828 -18.99875
H: -1.14124 -25.01449 -19.15559
H: -1.10247 -23.91395 -17.77854

Atoms 1-6, force components in eV/Å:
Cu 1.0 0.8 -1.4
Br -1.1 -0.8 1.4
C 0.0 -0.6 0.4
O 0.1 0.3 -0.3
N -0.2 0.2 -0.3
C 0.3 -0.2 -0.3

Results
Energy relative to the best compared isomer or geometry (same formula, charge and spin)   4.1 kcal per mole
Lowest unoccupied orbital energy   -2.394 eV
DFT total energy   -5461.9689 Ha
E_HOMO   -0.3272 Eh


[2]
# C5H11BrS

A cluster of 2 separate species, C5H11BrS in total at a distorted geometry (wB97M-V/def2-TZVPD, the Open Molecules 2025 dataset).

Element x y z (Å)
C: 0.11757 -1.33624 1.06592
C: 0.53150 -0.68926 -1.39732
C: 0.94668 0.94192 0.57174
C: -1.78919 0.38993 -0.24056
C: 0.14753 -0.24290 0.04064
S: 1.36373 2.15502 -0.71607
Br: -2.85548 -1.15188 -0.71402
H: 1.15274 -1.51201 1.47883
H: -0.26440 -2.18207 0.68302
H: -0.49441 -1.06077 1.97635
H: 0.48657 0.10158 -2.22222
H: -0.10879 -1.50986 -1.53432
H: 1.58786 -1.09407 -1.33976
H: 0.43813 1.54497 1.31876
H: 1.87839 0.57547 1.05608
H: -2.18499 0.58082 0.77677
H: -2.04646 1.23447 -0.90831
H: 1.09303 3.25488 0.10448

Atoms 1-6, force components in eV/Å:
C 1.2 2.8 2.6
C 1.8 1.1 1.1
C 0.3 0.1 0.0
C 2.0 -0.9 1.8
C -2.5 2.4 -1.6
S -0.2 1.3 0.8

Results
Energy relative to the best compared isomer or geometry (same formula, charge and spin)   10.2 kcal per mole
Lowest unoccupied orbital energy   0.630 eV
DFT total energy   -3169.2306 Ha
E_HOMO   -0.3333 Eh


[3]
# C5H11ClCrF3Fe

A structure of composition C5H11ClCrF3Fe at a distorted geometry (wB97M-V/def2-TZVPD, the Open Molecules 2025 dataset).

Element x y z (Å)
Cr: 1.16661 0.59484 2.34170
Cl: 3.21810 -0.29926 2.29416
C: 0.72551 2.39113 1.36808
H: -0.31207 2.67641 1.58380
H: 0.88351 2.32956 0.28057
H: 1.45330 3.03982 1.88427
Fe: -0.11759 -0.75215 -1.40479
C: -0.52547 -2.67246 -1.32795
C: 1.03961 0.00191 -2.76972
C: -1.54373 0.16174 -1.83815
H: 0.61931 0.90902 -3.22798
H: 2.01394 0.23972 -2.31570
H: 1.21312 -0.73971 -3.56789
H: -1.61672 -2.83047 -1.35266
H: -0.06596 -3.20302 -2.17162
H: -0.09009 -3.07921 -0.40011
H: -1.45619 1.30831 -1.96139
H: -2.54862 0.10640 -1.26369
F: -1.74118 0.83224 2.86747
C: -0.65460 0.06727 3.29109
F: -0.63316 0.17190 4.67463
F: -1.02761 -1.25401 3.01588

Atoms 1-6, force components in eV/Å:
Cr -0.4 0.0 0.0
Cl 0.8 -0.4 -0.1
C -0.3 -0.6 0.3
H 0.3 0.2 -0.1
H 0.1 0.3 0.3
H -0.2 0.2 -0.5

Results
Energy relative to the best compared isomer or geometry (same formula, charge and spin)   17.1 kcal per mole
Lowest unoccupied orbital energy (alpha / beta)   1.918 / 1.913 eV
DFT total energy   -3264.9047 Ha
Spin multiplicity   9
E_HOMO (alpha / beta)   -0.1668 / -0.1899 Eh
Net charge   -1


[4]
# C5H11ClCu2NO10S2

A structure of composition C5H11ClCu2NO10S2 at a distorted geometry (wB97M-V/def2-TZVPD, the Open Molecules 2025 dataset).

Element x y z (Å)
Cu: -1.63897 -4.74245 -0.99879
Cu: -2.12513 -2.96337 3.17377
Cl: -1.05523 -1.31919 -0.06800
C: -0.11341 2.15899 3.17566
N: 0.80543 3.14662 2.56800
O: 1.65366 3.71807 3.23172
O: 0.66539 3.32903 1.38820
H: 0.29860 1.19460 2.87851
H: -1.10172 2.49196 2.85870
H: -0.15434 2.35034 4.24795
C: -2.62665 3.25497 -2.54522
C: -3.16140 2.06518 -3.20786
O: -4.27029 2.52195 -3.93806
S: -4.47615 4.13786 -4.03715
O: -5.87584 4.46328 -3.89939
O: -3.77804 4.74102 -5.19827
O: -3.53777 4.36977 -2.74371
H: -1.60867 3.50182 -2.84670
H: -2.69372 3.08802 -1.47016
H: -3.51504 1.30737 -2.50873
H: -2.38181 1.67638 -3.86297
C: 2.74874 -4.20181 1.95144
C: 3.09693 -4.72006 0.57390
O: 4.17773 -3.90833 0.04520
S: 5.09863 -3.22670 1.22642
O: 5.53434 -1.85831 0.96451
O: 6.07927 -4.15750 1.71993
O: 3.85690 -3.37252 2.37304
H: 2.49719 -4.92129 2.73065
H: 1.82841 -3.63068 1.82942
H: 2.28070 -4.76005 -0.14740
H: 3.49226 -5.73511 0.53531

Atoms 1-6, force components in eV/Å:
Cu 0.2 1.1 0.0
Cu 0.2 0.6 -0.6
Cl -0.5 -1.7 0.7
C -0.2 1.0 1.0
N 1.1 1.0 0.2
O -0.5 -0.6 0.4

Results
Lowest unoccupied orbital energy   -7.576 eV
DFT total energy   -5541.1355 Ha
E_HOMO   -0.4559 Eh
Net charge   +1


[5]
# C5H11ClCuInNSe

A structure of composition C5H11ClCuInNSe at a distorted geometry (wB97M-V/def2-TZVPD, the Open Molecules 2025 dataset).

Element x y z (Å)
In: -1.08917 1.10605 -0.39117
Cl: -2.78528 1.30235 1.25087
C: -1.80254 0.11742 -2.33255
C: -0.10432 3.07382 -0.74911
H: -1.62886 0.80756 -3.19520
H: -1.35454 -0.88209 -2.51413
H: -2.90281 0.01026 -2.10204
H: -0.11413 3.33544 -1.80865
H: 0.89864 3.10116 -0.33837
H: -0.77208 3.71368 -0.15255
Cu: 1.03867 -1.97614 0.86839
C: 1.12669 0.19032 1.44719
C: 1.03111 -0.18484 -0.13717
H: 2.14560 0.67761 1.38141
H: 0.18100 0.78812 1.44443
H: 1.21935 -0.35391 2.44789
H: 1.95562 0.37112 -0.48352
H: 0.76487 -0.78913 -1.06797
Se: 0.95065 -6.08531 2.99255
C: 0.63940 -4.65694 2.04402
N: 0.60212 -3.66656 1.39569

Atoms 1-6, force components in eV/Å:
In 1.6 -0.2 -2.8
Cl -0.5 0.0 0.6
C -0.8 0.3 0.7
C -1.0 -0.3 0.6
H -0.2 -0.5 0.6
H -0.3 0.6 0.1

Results
Energy relative to the best compared isomer or geometry (same formula, charge and spin)   22.5 kcal per mole
Lowest unoccupied orbital energy (alpha / beta)   4.404 / 4.403 eV
DFT total energy   -4943.9667 Ha
Spin multiplicity   2
E_HOMO (alpha / beta)   0.1010 / -0.0610 Eh
Net charge   -2


[6]
# C5H11ClNP

A cluster of 2 separate species, C5H11ClNP in total at a distorted geometry (wB97M-V/def2-TZVPD, the Open Molecules 2025 dataset).

Element x y z (Å)
C: 0.62468 -2.26243 -0.34752
C: -0.71425 -2.62802 -1.01666
C: 0.30921 -0.99080 0.45568
C: -1.34481 -1.28457 -1.19078
C: 1.01903 3.73930 1.25002
N: -0.76549 -0.35660 -0.38673
P: -1.03287 1.32133 -0.32658
Cl: 2.37969 4.53710 2.18167
H: 0.99800 -3.22253 0.28361
H: 1.41029 -2.04466 -1.03457
H: -0.41664 -3.08179 -1.92325
H: -1.34269 -3.24925 -0.48721
H: -0.13058 -1.09156 1.55390
H: 1.11094 -0.30649 0.53639
H: 1.07806 4.22078 0.25590
H: -2.26231 -1.03623 -1.81898
H: 0.07711 3.86992 1.62724
H: 1.24965 2.59882 1.38042
H: -2.24702 1.26769 -0.99256

Atoms 1-6, force components in eV/Å:
C -0.2 -2.5 3.1
C 1.8 2.3 -0.8
C -1.9 -0.6 1.4
C 0.0 1.6 1.0
C 3.4 -1.9 -0.7
N -1.2 -2.2 -2.1

Results
Energy relative to the best compared isomer or geometry (same formula, charge and spin)   42.9 kcal per mole
Lowest unoccupied orbital energy (alpha / beta)   0.254 / 0.408 eV
DFT total energy   -1053.3031 Ha
E_HOMO (alpha / beta)   -0.2464 / -0.2479 Eh